{"formula": "C5H7FO2", "method": "ωB97M-V with the def2-TZVPD basis set", "de_lowest_ev": 0.499, "charge": 0, "smiles": "CC(=O)/C(F)=C(/C)O", "gap_ev": 9.545, "symbols": ["C", "C", "O", "C", "F", "C", "C", "O", "H", "H", "H", "H", "H", "H", "H"], "positions_angstrom": [[-0.396, 2.298, -1.018], [0.453, 1.508, -0.114], [1.398, 1.816, 0.586], [-0.088, 0.030, -0.064], [-1.175, -0.246, -0.898], [0.381, -0.919, 0.777], [-0.045, -2.308, 0.710], [1.421, -0.713, 1.589], [0.146, 2.583, -1.865], [-1.143, 1.783, -1.426], [-0.756, 3.233, -0.441], [0.694, -3.025, 0.901], [-0.784, -2.647, 1.572], [-0.515, -2.620, -0.145], [1.742, 0.163, 1.285]], "forces_ev_per_angstrom": [[1.8, 4.2, 2.8], [-1.6, -4.0, 0.4], [0.0, 0.3, -0.4], [0.3, 1.8, 0.1], [1.1, -0.1, 0.8], [0.1, -0.2, -1.1], [-2.3, -1.2, 3.9], [0.1, 0.7, -0.4], [1.3, 1.0, -1.2], [-3.3, -2.1, -0.9], [0.5, -1.4, -1.1], [1.8, -0.5, 0.1], [1.1, 1.2, -1.5], [-1.3, -0.2, -2.4], [0.4, 0.3, 0.8]], "nbo_charge": [-0.71, 0.56, -0.58, 0.12, -0.35, 0.33, -0.67, -0.64, 0.25, 0.24, 0.24, 0.24, 0.23, 0.24, 0.51]}

{"formula": "C21H56N3O4Si4TeY", "method": "ωB97M-V with the def2-TZVPD basis set", "de_lowest_ev": 0.000, "charge": 2, "gap_ev": 7.420, "symbols": ["Y", "C", "C", "O", "C", "C", "O", "C", "C", "O", "C", "C", "O", "H", "H", "H", "H", "H", "H", "H", "H", "H", "H", "H", "H", "H", "H", "H", "H", "N", "C", "C", "N", "C", "C", "N", "H", "H", "H", "H", "H", "H", "H", "H", "H", "H", "H", "H", "H", "C", "Si", "C", "C", "Si", "Te", "Si", "C", "C", "C", "Si", "C", "C", "C", "H", "H", "H", "H", "H", "H", "H", "H", "H", "H", "H", "H", "H", "H", "H", "H", "H", "H", "H", "H", "H", "H", "H", "H", "H", "H", "H"], "positions_angstrom": [[2.140, -0.039, 0.252], [3.185, 1.866, -2.352], [2.486, 2.910, -1.514], [1.647, 2.199, -0.599], [1.042, 3.013, 0.422], [1.975, 3.090, 1.608], [2.376, 1.740, 1.894], [3.458, 1.605, 2.820], [4.740, 1.479, 2.037], [4.548, 0.414, 1.087], [5.544, 0.394, 0.059], [5.131, 1.293, -1.081], [3.814, 0.896, -1.496], [3.917, 2.320, -3.021], [2.461, 1.324, -2.957], [1.878, 3.564, -2.142], [3.200, 3.525, -0.959], [0.122, 2.502, 0.698], [0.809, 4.005, 0.031], [1.456, 3.509, 2.472], [2.864, 3.693, 1.397], [3.259, 0.710, 3.410], [3.494, 2.455, 3.502], [5.585, 1.244, 2.688], [4.955, 2.410, 1.506], [5.638, -0.639, -0.273], [6.515, 0.695, 0.456], [5.829, 1.195, -1.916], [5.119, 2.340, -0.768], [0.957, -0.749, -1.835], [1.080, -2.222, -1.897], [2.546, -2.592, -1.927], [3.270, -2.105, -0.719], [3.491, -3.143, 0.324], [2.474, -3.046, 1.445], [2.580, -1.708, 2.073], [-0.004, -0.495, -1.592], [1.131, -0.352, -2.754], [0.579, -2.641, -2.770], [0.588, -2.627, -1.010], [3.012, -2.131, -2.800], [2.665, -3.672, -2.034], [4.181, -1.814, -1.050], [4.492, -2.995, 0.738], [3.476, -4.141, -0.117], [2.641, -3.847, 2.167], [1.455, -3.149, 1.069], [3.473, -1.639, 2.554], [1.849, -1.614, 2.776], [-4.158, -1.853, 3.002], [-4.181, -0.175, 2.169], [-5.901, 0.276, 1.579], [-3.536, 1.134, 3.344], [-2.775, -0.286, 0.285], [-0.479, -0.489, 1.373], [-3.218, -2.190, -1.023], [-2.388, -3.691, -0.267], [-5.074, -2.424, -1.081], [-2.610, -1.927, -2.788], [-2.925, 1.664, -1.008], [-4.539, 1.604, -1.956], [-1.506, 1.777, -2.254], [-2.876, 3.180, 0.099], [-4.756, -1.829, 3.916], [-3.139, -2.137, 3.276], [-4.567, -2.634, 2.358], [-6.600, 0.262, 2.420], [-6.275, -0.418, 0.825], [-5.921, 1.283, 1.155], [-4.194, 1.196, 4.215], [-3.510, 2.120, 2.876], [-2.532, 0.892, 3.696], [-2.774, -3.876, 0.738], [-1.308, -3.554, -0.177], [-2.575, -4.583, -0.869], [-5.485, -2.620, -0.089], [-5.333, -3.271, -1.721], [-5.574, -1.540, -1.483], [-1.540, -1.715, -2.842], [-3.133, -1.092, -3.262], [-2.805, -2.818, -3.390], [-4.558, 0.766, -2.656], [-4.687, 2.520, -2.532], [-5.392, 1.495, -1.282], [-1.521, 0.930, -2.945], [-0.530, 1.815, -1.759], [-1.617, 2.685, -2.853], [-3.808, 3.271, 0.661], [-2.756, 4.096, -0.486], [-2.068, 3.125, 0.831]], "forces_ev_per_angstrom": [[0.3, 0.2, -0.3], [0.0, 0.0, 0.0], [0.0, 0.0, 0.0], [0.0, -0.1, 0.0], [0.0, 0.1, 0.0], [0.0, 0.0, 0.0], [0.0, 0.0, 0.1], [0.0, 0.0, 0.0], [0.0, 0.0, 0.0], [0.0, 0.0, 0.0], [0.0, 0.0, 0.0], [0.0, 0.0, 0.0], [-0.1, 0.0, 0.0], [0.0, 0.0, 0.0], [0.0, 0.0, 0.0], [0.0, 0.0, 0.0], [0.0, 0.0, 0.0], [0.0, 0.0, 0.0], [0.0, 0.0, 0.0], [0.0, 0.0, 0.0], [0.0, 0.0, 0.0], [0.0, 0.0, 0.0], [0.0, 0.0, 0.0], [0.0, 0.0, 0.0], [0.0, 0.0, 0.0], [0.0, 0.0, 0.0], [0.0, 0.0, 0.0], [0.0, 0.0, 0.0], [0.0, 0.0, 0.0], [0.0, 0.1, 0.1], [0.0, 0.0, 0.0], [0.0, 0.0, 0.0], [0.0, 0.0, 0.0], [0.0, 0.0, 0.0], [0.0, 0.0, 0.0], [0.0, 0.1, 0.0], [0.0, 0.0, 0.0], [0.0, 0.0, 0.0], [0.0, 0.0, 0.0], [0.0, 0.0, 0.0], [0.0, 0.0, 0.0], [0.0, 0.0, 0.0], [0.0, 0.0, 0.0], [0.0, 0.0, 0.0], [0.0, 0.0, 0.0], [0.0, 0.0, 0.0], [0.0, 0.0, 0.0], [0.0, 0.0, 0.0], [0.0, 0.0, 0.0], [0.0, 0.0, 0.0], [0.0, 0.0, 0.0], [0.0, 0.0, 0.0], [0.0, 0.0, 0.0], [0.0, 0.0, -0.1], [-0.3, 0.0, 0.1], [0.0, 0.0, 0.0], [0.0, 0.0, 0.0], [0.0, 0.0, 0.0], [0.0, 0.0, 0.0], [0.0, 0.0, 0.0], [0.0, 0.0, 0.0], [0.0, 0.0, 0.0], [0.0, 0.0, 0.0], [0.0, 0.0, 0.0], [0.0, 0.0, 0.0], [0.0, 0.0, 0.0], [0.0, 0.0, 0.0], [0.0, 0.0, 0.0], [0.0, 0.0, 0.0], [0.0, 0.0, 0.0], [0.0, 0.0, 0.0], [0.0, 0.0, 0.0], [0.0, 0.0, 0.0], [0.0, 0.0, 0.0], [0.0, 0.0, 0.0], [0.0, 0.0, 0.0], [0.0, 0.0, 0.0], [0.0, 0.0, 0.0], [0.0, 0.0, 0.0], [0.0, 0.0, 0.0], [0.0, 0.0, 0.0], [0.0, 0.0, 0.0], [0.0, 0.0, 0.0], [0.0, 0.0, 0.0], [0.0, 0.0, 0.0], [0.0, 0.0, 0.0], [0.0, 0.0, 0.0], [0.0, 0.0, 0.0], [0.0, 0.0, 0.0], [0.0, 0.0, 0.0]], "mulliken_charge": [0.52, -0.92, -0.67, 0.97, -0.19, -0.78, -0.05, -0.88, -0.62, -0.03, -0.89, -0.58, -0.12, 0.55, 0.20, 0.43, 0.34, -0.65, 0.63, 0.48, 0.41, 0.32, 0.54, 0.47, 0.36, 0.26, 0.49, 0.49, 0.38, -0.14, 0.53, -1.38, 0.09, -0.89, -0.09, -0.49, -0.63, 0.48, 0.69, -0.48, 0.48, 0.46, 0.15, 0.38, 0.38, 0.51, -0.06, 0.33, 0.24, -1.00, 0.37, -0.98, -1.02, 0.13, -0.74, 0.47, -0.72, -1.12, -0.82, 0.26, -1.01, -0.01, -1.14, 0.41, 0.28, 0.27, 0.43, 0.31, 0.27, 0.40, 0.25, 0.27, 0.32, -0.08, 0.40, 0.27, 0.42, 0.32, 0.05, 0.26, 0.45, 0.26, 0.40, 0.28, 0.34, -0.86, 0.52, 0.37, 0.44, 0.27]}

Number 1: electronic energy -445.01516 a.u.. Number 2: electronic energy -2763.06102 a.u..